# 1
{
  "formula": "CHBr3ClCu",
  "method": "wB97M-V/def2-TZVPD",
  "charge": 1,
  "homo_lumo_gap_ev": [6.91, 3.71],
  "spin_multiplicity": 2,
  "e_lumo_ev": [-6.5, -9.5],
  "e_above_lowest_kcal_mol": 13.8,
  "s_squared": 0.7552,
  "symbols": ["Cu", "Cl", "C", "Br", "Br", "Br", "H"],
  "positions_angstrom": [[10.017, -27.070, 17.530], [12.079, -26.756, 15.957], [12.948, -25.757, 12.289], [11.075, -25.229, 12.358], [14.053, -24.438, 11.341], [13.221, -27.632, 11.736], [13.173, -25.771, 13.355]],
  "forces_ev_per_a": [[0.902, 0.133, -0.687], [-1.058, -0.016, 0.367], [0.450, -0.408, 0.262], [0.220, -0.213, -0.039], [-0.781, -0.913, 0.536], [-0.232, 1.147, 0.046], [0.500, 0.270, -0.485]],
  "lowdin_spin": [0.011, 0.754, -0.001, 0.207, 0.025, 0.003, 0.001]
}

=====

# 2
{
  "formula": "CHBr3O",
  "method": "wB97M-V/def2-TZVPD",
  "homo_lumo_gap_ev": [6.74, 6.88],
  "e_lumo_ev": [-2.3, -2.2],
  "e_above_lowest_kcal_mol": 50.7,
  "symbols": ["C", "O", "Br", "Br", "Br", "H"],
  "positions_angstrom": [[-0.220, 0.330, 0.209], [-0.576, 0.189, -1.088], [0.141, 2.100, 0.776], [2.176, -1.212, -0.089], [-0.946, -0.733, 1.457], [-0.575, -0.674, -1.264]],
  "forces_ev_per_a": [[1.148, 0.649, -2.502], [0.669, 6.416, 3.394], [0.076, -0.849, -0.638], [-1.221, 0.953, 0.172], [-0.659, -1.096, 1.043], [-0.012, -6.072, -1.469]],
  "nbo_charge": [0.136, -0.619, 0.232, -0.528, 0.278, 0.501]
}

=====

# 3
{
  "formula": "CHBr4O2P",
  "method": "wB97M-V/def2-TZVPD",
  "homo_lumo_gap_ev": 9.26,
  "e_lumo_ev": -0.1,
  "e_above_lowest_kcal_mol": 11.6,
  "symbols": ["C", "O", "O", "P", "Br", "Br", "Br", "Br", "H"],
  "positions_angstrom": [[3.823, -0.045, 0.292], [1.024, -0.141, -0.423], [3.382, -0.840, 1.026], [0.396, -1.560, 0.075], [2.053, -2.863, -0.309], [4.819, -0.373, -1.313], [3.538, 1.796, 0.656], [0.316, -1.229, 2.336], [0.304, 0.533, -0.753]],
  "forces_ev_per_a": [[-0.212, 0.392, 0.304], [-1.594, 1.861, -1.007], [0.793, -0.177, 0.086], [-1.676, 0.704, 0.241], [0.464, -1.001, -0.277], [-0.107, -0.095, 0.214], [0.145, 0.553, -0.165], [0.268, -0.159, -0.435], [1.920, -2.079, 1.039]],
  "nbo_charge": [0.359, -1.031, -0.502, 0.953, -0.165, 0.069, 0.061, -0.273, 0.529]
}

=====

# 4
{
  "formula": "CHBrCl2",
  "method": "wB97M-V/def2-TZVPD",
  "homo_lumo_gap_ev": [10.38, 4.64],
  "e_lumo_ev": [-0.8, -4.0],
  "e_above_lowest_kcal_mol": 62.4,
  "symbols": ["C", "Cl", "Cl", "Br", "H"],
  "positions_angstrom": [[-0.411, -0.678, 0.144], [0.269, -2.201, 0.044], [-4.740, -0.223, 2.523], [-2.191, -0.591, 0.496], [-0.037, 0.010, -0.485]],
  "forces_ev_per_a": [[-0.998, -1.990, 1.529], [0.552, -0.709, 0.101], [0.147, -0.002, -0.032], [-0.993, 0.235, 0.222], [1.292, 2.466, -1.820]],
  "nbo_charge": [-0.358, 0.072, -0.062, 0.164, 0.184]
}

=====

# 5
{
  "formula": "CHBrClNO2",
  "method": "wB97M-V/def2-TZVPD",
  "homo_lumo_gap_ev": 10.96,
  "e_lumo_ev": 0.3,
  "e_above_lowest_kcal_mol": 8.3,
  "symbols": ["O", "N", "O", "C", "Cl", "Br", "H"],
  "positions_angstrom": [[1.341, -2.295, 0.850], [0.419, -1.759, 0.361], [-0.667, -2.117, 0.036], [0.727, -0.075, -0.050], [1.289, -0.094, -1.701], [2.031, 0.536, 1.176], [-0.293, 0.586, -0.002]],
  "forces_ev_per_a": [[0.598, -1.344, 0.603], [0.038, 4.123, -1.171], [-0.582, -0.833, 0.031], [-2.415, 0.039, 0.338], [-0.060, -0.074, 0.059], [-0.100, 0.185, 0.009], [2.519, -2.097, 0.132]],
  "nbo_charge": [-0.319, 0.562, -0.341, -0.344, 0.043, 0.129, 0.270]
}

=====

# 6
{
  "formula": "CHBrF2N2O2",
  "method": "wB97M-V/def2-TZVPD",
  "homo_lumo_gap_ev": [8.03, 8.03],
  "e_lumo_ev": [-2.5, -2.5],
  "e_above_lowest_kcal_mol": 45.7,
  "symbols": ["O", "N", "O", "C", "Br", "N", "F", "F", "H"],
  "positions_angstrom": [[-0.922, 1.267, -1.474], [-0.210, 0.297, -1.560], [0.184, -0.192, -2.577], [0.144, -0.298, -0.272], [2.428, 0.525, -0.589], [0.176, -1.669, -0.168], [0.802, -2.261, -1.198], [0.590, -2.181, 1.106], [0.049, 0.267, 0.527]],
  "forces_ev_per_a": [[-0.280, 0.554, 0.551], [-1.127, -0.152, -0.744], [0.142, -0.487, -0.410], [5.044, -2.293, -3.158], [-1.520, -0.663, 0.649], [-1.430, -0.152, 0.801], [0.440, -0.314, 1.062], [-0.003, 1.214, -2.537], [-1.266, 2.294, 3.785]],
  "nbo_charge": [-0.331, 0.488, -0.308, 0.152, -0.261, 0.307, -0.125, -0.171, 0.249]
}

=====

What is the formula in the third record? CHBr4O2P